Molecular formula: C4H11NO2
Method: DFT, the ωB97M-V functional and the def2-TZVPD basis

Summary:
Orbital gap (spin up / spin down) in eV: 8.4 / 3.8
2S+1: 2
LUMO level (spin up / spin down) in hartree: -0.180 / -0.349
Total charge: +1
<S²>: 0.755
Energy above the lowest of the compared OMol25 structures with the same formula, charge and spin in kcal/mol: 56.18

The geometry in XYZ format:
```
18
Properties=species:S:1:pos:R:3:nbo_charge:R:1
H -0.678 -0.675 1.002 0.167
C 0.907 -0.342 -1.189 -0.823
H 1.219 -0.719 -0.239 0.327
H -1.894 0.508 1.097 0.222
C 0.661 -1.069 -2.383 0.633
H 0.208 0.546 -0.947 0.329
H 0.941 0.558 2.256 0.179
C -1.022 0.164 1.593 -0.622
O -0.307 2.267 2.396 -0.708
H -1.255 -1.274 -1.855 0.445
O 1.477 -1.135 -3.312 -0.011
H -0.790 -2.239 -3.250 0.444
H -1.160 -0.206 2.568 0.226
H -0.117 2.165 3.334 0.474
H 0.470 1.573 0.780 0.147
H 1.749 0.424 -1.115 0.323
N -0.575 -1.635 -2.484 -0.682
C 0.164 1.088 1.747 -0.069
```

Molecular formula: C4H11NO2
Method: DFT, the ωB97M-V functional and the def2-TZVPD basis

Summary:
Orbital gap (spin up / spin down) in eV: 9.2 / 5.0
2S+1: 2
LUMO level (spin up / spin down) in hartree: -0.186 / -0.340
Total charge: +1
<S²>: 0.759
Energy above the lowest of the compared OMol25 structures with the same formula, charge and spin in kcal/mol: 33.60

The geometry in XYZ format:
```
18
Properties=species:S:1:pos:R:3:nbo_charge:R:1
H -0.758 1.863 -0.236 0.372
H 1.699 -1.069 -0.169 0.275
H -4.310 -1.217 1.525 0.473
O 2.328 0.484 1.650 -0.137
C -0.032 0.061 -0.883 -0.051
H -0.620 -0.427 -0.095 0.215
C -0.156 -0.798 -2.112 -0.633
H -1.182 -1.052 -2.367 0.255
H -1.223 1.489 -1.690 0.407
H -3.795 -2.234 2.525 0.479
H 1.174 1.880 0.784 0.251
C 1.642 0.885 0.773 0.460
H 0.242 -0.297 -3.009 0.235
H 2.131 0.323 -1.191 0.285
O -3.502 -1.514 1.958 -0.951
C 1.448 -0.041 -0.410 -0.440
N -0.404 1.434 -1.086 -0.738
H 0.450 -1.703 -2.093 0.242
```

Molecular formula: C4H11NO2
Method: DFT, the ωB97M-V functional and the def2-TZVPD basis

Summary:
Orbital gap (spin up / spin down) in eV: 11.7 / 6.4
2S+1: 2
LUMO level (spin up / spin down) in hartree: -0.116 / -0.309
Total charge: +1
<S²>: 0.755
Energy above the lowest of the compared OMol25 structures with the same formula, charge and spin in kcal/mol: 28.97

The geometry in XYZ format:
```
18
Properties=species:S:1:pos:R:3:nbo_charge:R:1
H -1.118 0.635 0.836 0.231
C -0.425 -1.228 1.410 -0.024
C 0.920 0.755 0.400 -0.414
H 2.613 1.361 -0.722 0.219
C -0.390 -0.028 0.366 -0.130
O 0.799 1.767 -1.750 -0.755
C 1.633 0.946 -0.942 -0.059
H 0.664 1.664 0.948 0.257
H -0.170 -0.809 -1.547 0.407
H -1.550 0.128 -1.354 0.431
H -2.269 -1.228 1.860 0.476
N -0.864 -0.471 -0.881 -0.327
H 1.732 0.318 1.002 0.242
H 1.239 2.532 -2.149 0.508
H -0.097 -0.861 2.386 0.216
O -1.644 -1.898 1.524 -0.637
H 0.305 -1.962 1.049 0.203
H 1.674 -0.027 -1.428 0.157
```

Molecular formula: C4H11NO2
Method: DFT, the ωB97M-V functional and the def2-TZVPD basis

Summary:
Orbital gap (spin up / spin down) in eV: 10.6 / 6.0
2S+1: 2
LUMO level (spin up / spin down) in hartree: -0.178 / -0.345
Total charge: +1
<S²>: 0.758
Energy above the lowest of the compared OMol25 structures with the same formula, charge and spin in kcal/mol: 30.09

The geometry in XYZ format:
```
18
Properties=species:S:1:pos:R:3:nbo_charge:R:1
O 0.273 -0.364 -2.676 -0.079
H -0.029 -2.692 2.410 0.491
N 1.677 -0.392 -0.803 -0.676
H -2.206 -0.192 -0.901 0.239
H 2.147 -1.121 -1.281 0.416
H 1.625 -0.628 0.153 0.443
C -1.555 0.161 -0.055 -0.622
H 1.167 2.255 0.203 0.235
H -1.199 -0.743 0.529 0.210
C -0.361 1.041 -0.656 -0.264
H -0.788 1.811 -1.321 0.269
H -0.334 2.477 0.973 0.256
H -0.071 -2.521 0.886 0.456
H 0.481 0.973 1.291 0.214
O 0.594 -2.608 1.639 -0.940
C 0.518 0.058 -1.512 0.664
C 0.355 1.733 0.602 -0.580
H -2.295 0.753 0.519 0.268
```

Question: <S²> of number 1 (C4H11NO2)?
Answer: 0.755